(1)
{"formula": "C5H10O", "method": "ωB97M-V/def2-TZVPD", "mol_weight_da": 86.134, "gap_ev": 10.84, "largest_force_ev_per_a": 0.21, "smiles": "C=CCO.C=C", "multiplicity": 1, "e_above_lowest_kj_mol": 208.9, "e_homo_ha": -0.3626, "lumo_ha": 0.03580, "symbols": ["C", "C", "C", "O", "H", "H", "H", "H", "H", "H", "C", "C", "H", "H", "H", "H"], "xyz": [[0.86395, -1.82398, -1.03742], [0.43858, -0.58176, -1.21563], [-0.77713, -0.25603, -2.02537], [-1.70648, 0.42875, -1.18949], [1.74560, -2.07974, -0.46640], [0.31487, -2.65429, -1.46975], [0.97765, 0.25118, -0.77858], [-0.50768, 0.39096, -2.86661], [-1.20959, -1.17806, -2.42402], [-2.45684, 0.69611, -1.72725], [1.01184, 0.98636, 2.38663], [-0.24074, 1.28297, 2.68499], [1.37346, -0.03280, 2.38848], [1.72149, 1.76391, 2.13722], [-0.95258, 0.50264, 2.92162], [-0.59641, 2.30378, 2.68157]], "lowdin_charge": [0.01, -0.17, -0.28, -0.07, 0.05, 0.06, 0.10, 0.11, 0.11, 0.08, -0.09, -0.08, 0.04, 0.04, 0.05, 0.04]}



(2)
{"formula": "C29H21CsF3N6O5S", "method": "ωB97M-V/def2-TZVPD", "mol_weight_da": 755.490, "gap_ev": 6.01, "largest_force_ev_per_a": 0.46, "multiplicity": 1, "e_above_lowest_kj_mol": 24.8, "charge": -1, "e_homo_ha": -0.1590, "lumo_ha": 0.06172, "symbols": ["Cs", "C", "O", "C", "C", "C", "C", "C", "C", "N", "N", "C", "C", "C", "C", "O", "C", "N", "C", "C", "C", "C", "H", "H", "H", "H", "H", "H", "H", "H", "H", "H", "H", "H", "F", "C", "F", "F", "S", "O", "O", "O", "N", "C", "C", "C", "C", "C", "C", "N", "C", "C", "C", "C", "N", "C", "C", "H", "H", "H", "H", "H", "H", "H", "H", "H"], "xyz": [[-1.89444, -3.85881, -1.94508], [7.33447, 0.39405, 0.23361], [7.53674, -0.57247, 1.24126], [6.46979, -0.85981, 2.04995], [6.67742, -1.84206, 3.01411], [5.64750, -2.21236, 3.86142], [4.39014, -1.63292, 3.74466], [4.20532, -0.62486, 2.80978], [5.22878, -0.23614, 1.95947], [3.34221, -1.97968, 4.66081], [2.25566, -2.44331, 4.24231], [1.96111, -2.84493, 2.94466], [2.84346, -3.27146, 1.93948], [2.43270, -3.70622, 0.70309], [1.06103, -3.74362, 0.32582], [0.65475, -4.12580, -0.79699], [0.11512, -3.29090, 1.37000], [-1.18794, -3.28123, 1.00552], [-2.09589, -2.95048, 1.89563], [-1.76527, -2.62297, 3.22116], [-0.45050, -2.58357, 3.59042], [0.55825, -2.91032, 2.65105], [8.27602, 0.47892, -0.30308], [7.07231, 1.36703, 0.65931], [6.54923, 0.08790, -0.46386], [7.65147, -2.30867, 3.08373], [5.80805, -2.97959, 4.60909], [3.23020, -0.16150, 2.72496], [5.03807, 0.53855, 1.23101], [3.90233, -3.29696, 2.15461], [3.14986, -4.05345, -0.03035], [-3.12718, -2.96316, 1.55275], [-2.54897, -2.38636, 3.93024], [-0.14857, -2.31196, 4.59236], [-6.18642, -1.07080, -2.69712], [-5.68439, -1.87704, -1.75072], [-6.54824, -1.89474, -0.72352], [-4.54181, -1.30384, -1.29598], [-5.34649, -3.57029, -2.41381], [-6.64406, -4.00015, -2.85333], [-4.77224, -4.25030, -1.26537], [-4.35265, -3.30032, -3.44370], [-3.01026, 3.87373, -1.33003], [-3.12240, 5.23600, -1.51737], [-3.85419, 6.22024, -0.86185], [-3.71057, 7.51278, -1.32723], [-2.86635, 7.81479, -2.40755], [-2.14503, 6.83087, -3.05266], [-2.27948, 5.51859, -2.60015], [-1.68543, 4.35638, -3.06096], [-2.14186, 3.41101, -2.28751], [-1.79427, 1.98988, -2.40191], [-1.97783, 1.10068, -1.34821], [-1.64942, -0.23340, -1.53313], [-1.17469, -0.70855, -2.67870], [-0.98108, 0.15004, -3.67649], [-1.26953, 1.49961, -3.59407], [-3.55166, 3.30421, -0.70458], [-4.50332, 5.98682, -0.02787], [-4.26087, 8.31173, -0.84710], [-2.78258, 8.84200, -2.73834], [-1.49216, 7.05300, -3.88641], [-2.34703, 1.43608, -0.38768], [-1.79430, -0.95103, -0.73196], [-0.58877, -0.27370, -4.59430], [-1.11386, 2.17485, -4.42328]], "lowdin_charge": [1.22, -0.10, -0.10, -0.29, -0.01, -0.05, -0.32, -0.04, -0.02, 0.04, 0.03, -0.25, -0.03, -0.02, -0.41, -0.24, -0.16, 0.03, -0.16, -0.07, -0.02, -0.10, 0.09, 0.09, 0.09, 0.11, 0.11, 0.12, 0.10, 0.10, 0.10, 0.11, 0.10, 0.10, 0.12, -0.65, 0.12, 0.08, 0.39, -0.30, -0.45, -0.47, 0.17, -0.19, -0.03, -0.10, -0.10, -0.02, -0.23, 0.18, -0.28, -0.14, 0.00, -0.15, 0.04, -0.12, 0.00, 0.15, 0.11, 0.10, 0.10, 0.11, 0.11, 0.08, 0.11, 0.11]}



(3)
{"formula": "C7H8", "method": "ωB97M-V/def2-TZVPD", "mol_weight_da": 92.141, "gap_ev": 8.33, "largest_force_ev_per_a": 3.50, "multiplicity": 1, "e_above_lowest_kj_mol": 759.4, "e_homo_ha": -0.2807, "lumo_ha": 0.02547, "symbols": ["C", "C", "C", "C", "C", "C", "C", "H", "H", "H", "H", "H", "H", "H", "H"], "xyz": [[0.92535, 0.21022, -0.31799], [2.22320, 0.03722, -0.80557], [-0.13693, -0.83483, 0.05573], [-0.63249, 0.36359, -0.14585], [2.09131, 1.14262, 0.20737], [-0.15004, -2.25200, 0.35080], [-1.84917, 1.25187, -0.33600], [2.70065, 1.17984, 1.05072], [1.85470, 1.98209, -0.34442], [0.82367, -2.74480, 0.61974], [-0.71297, -2.82042, -0.43471], [-0.66340, -2.31297, 1.32271], [-2.80903, 0.85571, 0.00179], [-2.00567, 1.67521, -1.43372], [-1.65918, 2.26664, 0.20941]], "lowdin_charge": [-0.32, 0.08, -0.15, -0.07, -0.12, -0.04, -0.05, 0.05, 0.06, 0.10, 0.10, 0.09, 0.06, 0.11, 0.10]}



(4)
{"formula": "C16H14F2N6O2S3", "method": "ωB97M-V/def2-TZVPD", "mol_weight_da": 456.525, "gap_ev": 8.29, "largest_force_ev_per_a": 19.71, "multiplicity": 1, "e_homo_ha": -0.3103, "lumo_ha": -0.00546, "symbols": ["C", "H", "H", "H", "C", "C", "N", "N", "C", "N", "C", "O", "C", "H", "H", "S", "C", "N", "N", "C", "N", "C", "O", "C", "C", "C", "C", "C", "C", "F", "H", "H", "H", "F", "H", "S", "H", "S", "C", "H", "H", "H", "H"], "xyz": [[-5.22828, -1.82766, 1.34619], [-4.38062, -2.25668, 1.93109], [-5.53276, -0.83766, 1.68596], [-6.02416, -2.58438, 1.10904], [-4.63245, -1.67405, -0.25256], [-3.59919, -0.61786, 0.13675], [-3.64338, 0.56917, -0.10674], [-2.47412, 1.39420, -0.11277], [-1.60800, 0.69098, 0.50748], [-0.27688, 1.05669, 0.98174], [0.31617, 2.41579, 0.60423], [1.34852, 2.56012, 0.97444], [-0.22680, 2.90831, -0.58075], [0.42651, 4.03256, -0.60104], [-1.25216, 3.39462, -0.27973], [-0.61148, 2.23991, -1.97297], [0.27512, 0.57660, -1.83130], [-0.39584, -0.43896, -1.96447], [0.49415, -1.33727, -1.88212], [1.57087, -1.11780, -1.33364], [2.44304, -2.15438, -1.23823], [3.57447, -2.01233, -0.32292], [4.34484, -2.99144, -0.28710], [4.03788, -0.73447, 0.26574], [5.24701, 0.03577, -0.59312], [5.78774, 1.05557, 0.22449], [5.02432, 1.37632, 1.30877], [3.90997, 1.10207, 1.75861], [3.35498, -0.24920, 1.28433], [2.33504, -0.84111, 1.68532], [3.32458, 1.46176, 2.56340], [5.32920, 2.44343, 1.65113], [6.62082, 1.54664, -0.13661], [5.88681, -0.76650, -1.42511], [2.14993, -3.14796, -1.40844], [1.99226, 0.75797, -1.38644], [0.21531, 0.51314, 1.46753], [-2.04101, -0.97919, 1.15041], [-5.71623, -0.88041, -1.04205], [-6.23214, 0.11984, -0.55688], [-6.41746, -1.72205, -1.05000], [-5.38122, -0.62118, -1.77785], [-4.33535, -2.45893, -0.49382]], "lowdin_charge": [-0.03, 0.05, 0.07, 0.08, -0.23, -0.55, 0.02, 0.03, -0.60, 0.12, -0.60, 0.15, -0.66, 0.19, 0.12, 0.96, -0.83, 0.01, -0.02, -0.51, 0.13, -0.35, 0.07, -0.05, -0.11, 0.00, -0.18, -0.02, -0.33, 0.19, 0.12, 0.17, 0.10, 0.10, 0.19, 1.10, -0.01, 0.96, -0.03, 0.16, 0.09, -0.09, 0.00]}



(5)
{"formula": "C4H15N2O2", "method": "ωB97M-V/def2-TZVPD", "mol_weight_da": 123.176, "gap_ev": 8.98, "largest_force_ev_per_a": 2.99, "multiplicity": 1, "e_above_lowest_kj_mol": 151.9, "charge": 1, "e_homo_ha": -0.4412, "lumo_ha": -0.11115, "symbols": ["C", "C", "C", "C", "N", "N", "H", "H", "H", "H", "H", "H", "H", "H", "H", "H", "H", "H", "H", "O", "H", "H", "O"], "xyz": [[0.35824, 0.19846, 2.91095], [0.55230, -1.03554, 1.97897], [-0.12466, -0.85343, 0.64549], [-0.99107, -1.76561, 0.19986], [-1.87282, -1.65071, -0.82201], [0.25926, 0.42327, 0.05457], [-0.67559, 0.50921, 2.89854], [1.16657, 0.92626, 2.83836], [0.48007, -0.16841, 3.96948], [1.62577, -1.32292, 1.90998], [0.14996, -1.84622, 2.56076], [-1.11774, -2.71421, 0.73293], [-1.77390, -1.14316, -1.69700], [-2.39926, -2.47628, -1.09180], [0.79032, 0.23059, -0.83458], [-0.45208, 1.02166, -0.43557], [0.63576, 1.02545, 0.79568], [-0.36219, 2.06117, -3.02315], [-1.44713, 2.87978, -2.41047], [-0.83069, 2.17279, -2.17901], [1.98068, 2.14443, -1.74631], [2.87550, 1.03783, -2.37319], [2.21525, 1.20113, -1.69261]], "lowdin_charge": [-0.10, -0.21, -0.27, -0.14, 0.07, 0.21, 0.08, 0.07, 0.10, 0.13, 0.10, 0.15, 0.10, 0.11, 0.14, 0.14, 0.15, 0.06, 0.07, -0.05, 0.07, 0.07, -0.05]}



(6)
{"formula": "C4H9NO2", "method": "ωB97M-V/def2-TZVPD", "mol_weight_da": 103.121, "gap_ev": 9.15, "largest_force_ev_per_a": 0.50, "multiplicity": 1, "e_above_lowest_kj_mol": 343.6, "e_homo_ha": -0.3056, "lumo_ha": 0.03077, "symbols": ["C", "N", "C", "O", "C", "C", "O", "H", "H", "H", "H", "H", "H", "H", "H", "H"], "xyz": [[1.52567, -0.02429, -1.14740], [1.83672, 0.20434, 0.27350], [1.18025, 0.59880, 1.37883], [-0.12073, 0.90165, 1.29710], [-1.06753, 0.80554, 0.21407], [-1.84324, -0.48985, 0.37237], [-1.02717, -1.62955, 0.18757], [2.40523, -0.47259, -1.61715], [0.68561, -0.71512, -1.25609], [1.30665, 0.90942, -1.67886], [2.81235, 0.08087, 0.50129], [-1.73316, 1.66572, 0.33810], [-0.60754, 0.86907, -0.77113], [-2.31574, -0.49985, 1.36447], [-2.63486, -0.54531, -0.38247], [-0.40250, -1.65884, 0.92581]], "lowdin_charge": [-0.09, -0.06, -0.14, -0.13, -0.17, -0.24, -0.07, 0.08, 0.07, 0.08, 0.10, 0.13, 0.09, 0.13, 0.13, 0.09]}